No. 1
Molecular formula: C26H36O3
Method: DFT, the ωB97M-V functional and the def2-TZVPD basis

The electronic energy is -1237.9204 a.u. The relative energy (zero: lowest compared OMol25 entry of this formula, charge and spin) is 124.7 kcal/mol. The HOMO energy is -0.2172 Ha. The multiplicity is 1. The frontier orbital gap comes out at 2.9236 eV.

Last column: natural (NBO) charge in e.
CARTESIAN COORDINATES (ANGSTROEM)
C -3.748 -0.943 1.030  -0.625
C -2.289 -1.296 0.886  -0.052
O -1.488 -0.414 1.688  -0.539
C -0.144 -0.591 1.586  0.736
C 0.556 0.372 2.397  -0.346
C 1.992 0.486 2.424  0.532
O 2.506 1.467 3.002  -0.680
C 2.931 -0.519 1.767  -0.488
C 3.239 -0.118 0.330  -0.372
C 3.989 1.226 0.194  -0.420
C 3.174 2.324 -0.506  -0.394
C 2.722 3.469 0.412  -0.420
C 1.317 3.992 0.087  -0.389
C 0.210 3.127 0.709  -0.402
C 0.005 3.402 2.199  -0.414
C -0.953 2.406 2.858  -0.387
C -0.250 1.159 3.393  -0.399
O 0.350 -1.468 0.882  -0.745
H -4.337 -1.583 0.364  0.197
H -4.081 -1.107 2.060  0.219
H -3.925 0.104 0.756  0.219
H -2.090 -2.326 1.210  0.165
H -1.966 -1.182 -0.154  0.160
H 3.865 -0.523 2.346  0.210
H 2.459 -1.506 1.797  0.225
H 3.853 -0.909 -0.122  0.185
H 2.289 -0.113 -0.224  0.199
H 4.310 1.562 1.189  0.229
H 4.900 1.045 -0.396  0.191
H 3.801 2.756 -1.299  0.193
H 2.305 1.880 -1.013  0.185
H 2.750 3.136 1.460  0.241
H 3.447 4.291 0.331  0.192
H 1.231 5.022 0.455  0.195
H 1.162 4.011 -0.998  0.185
H -0.745 3.301 0.185  0.184
H 0.439 2.056 0.575  0.210
H 0.972 3.371 2.723  0.229
H -0.392 4.424 2.316  0.186
H -1.413 2.895 3.723  0.191
H -1.763 2.119 2.175  0.189
H -0.993 0.489 3.839  0.200
H 0.445 1.473 4.182  0.221
C -0.429 -3.517 -1.027  -0.518
C 1.020 -4.055 -1.345  -0.464
C 1.528 -3.106 -2.390  0.047
C 0.600 -2.121 -2.659  -0.292
C -0.608 -2.352 -1.952  0.303
C -1.885 -1.929 -2.447  -0.090
C -1.982 -0.956 -3.485  -0.146
C -3.218 -0.586 -4.003  -0.211
C -4.398 -1.151 -3.493  -0.139
C -4.328 -2.131 -2.492  -0.228
C -3.094 -2.524 -1.982  -0.139
H -1.151 -4.329 -1.186  0.234
H -0.499 -3.169 0.008  0.332
H 1.647 -4.074 -0.444  0.268
H 0.907 -5.085 -1.714  0.242
H 2.494 -3.221 -2.878  0.231
H 0.726 -1.307 -3.372  0.236
H -1.067 -0.523 -3.897  0.220
H -3.260 0.140 -4.820  0.231
H -5.366 -0.842 -3.888  0.229
H -5.237 -2.607 -2.117  0.232
H -3.039 -3.320 -1.233  0.227

---

No. 2
Molecular formula: C8H7N
Method: DFT, the ωB97M-V functional and the def2-TZVPD basis

The electronic energy is -363.7263 a.u. The relative energy (zero: lowest compared OMol25 entry of this formula, charge and spin) is 30.2 kcal/mol. The HOMO energy is -0.3507 Ha. The multiplicity is 1. The frontier orbital gap comes out at 10.3153 eV.

Last column: natural (NBO) charge in e.
CARTESIAN COORDINATES (ANGSTROEM)
C -1.242 -1.144 3.241  0.298
N -0.928 -1.369 2.159  -0.526
C 0.366 1.840 -1.277  -0.208
C -0.278 0.769 -1.906  -0.203
C 0.964 1.695 0.027  -0.193
C -0.497 -0.448 -1.186  -0.207
C 0.762 0.435 0.650  -0.215
C 0.007 -0.587 0.080  -0.037
C -0.307 -1.774 0.940  -0.257
H 0.501 2.776 -1.657  0.205
H -0.609 0.836 -2.965  0.221
H 1.516 2.637 0.306  0.230
H -1.025 -1.335 -1.531  0.212
H 0.995 0.389 1.714  0.219
H 0.724 -2.268 0.976  0.238
H -0.949 -2.451 0.428  0.225

---

No. 3
Molecular formula: C19H27NO4
Method: DFT, the ωB97M-V functional and the def2-TZVPD basis

The electronic energy is -1095.9157 a.u. The relative energy (zero: lowest compared OMol25 entry of this formula, charge and spin) is 38.2 kcal/mol. The HOMO energy is -0.3283 Ha. Its SMILES is CCO[C@H]1OC(C(=O)NCc2ccccc2)=C[C@@H](C)[C@@H]1CCCO. The multiplicity is 1. The frontier orbital gap comes out at 9.6685 eV.

Last column: natural (NBO) charge in e.
CARTESIAN COORDINATES (ANGSTROEM)
C -0.098 2.194 -2.413  -0.639
C -1.577 2.069 -2.064  -0.056
O -1.841 1.369 -0.859  -0.552
C -1.670 -0.009 -0.889  0.412
O -0.276 -0.258 -0.799  -0.537
C 0.075 -1.557 -0.542  0.185
C 1.516 -1.871 -0.776  0.635
O 1.957 -3.001 -0.686  -0.627
N 2.260 -0.795 -1.107  -0.602
C 3.694 -0.857 -1.273  -0.267
C 4.414 -0.125 -0.170  0.053
C 5.329 0.879 -0.452  -0.245
C 5.978 1.544 0.574  -0.206
C 5.709 1.217 1.892  -0.220
C 4.794 0.219 2.181  -0.190
C 4.151 -0.450 1.155  -0.239
C -0.783 -2.486 -0.127  -0.211
C -2.209 -2.194 0.218  -0.235
C -2.528 -2.851 1.564  -0.595
C -2.453 -0.673 0.257  -0.285
C -3.957 -0.380 0.165  -0.389
C -4.399 1.050 0.486  -0.426
C -3.965 1.555 1.862  -0.058
O -2.579 1.764 1.991  -0.733
H 0.449 2.593 -1.563  0.215
H 0.317 1.225 -2.678  0.216
H 0.016 2.869 -3.258  0.215
H -2.118 1.586 -2.891  0.168
H -2.004 3.062 -1.896  0.190
H -2.026 -0.418 -1.859  0.143
H 1.820 0.112 -1.066  0.412
H 3.953 -1.921 -1.255  0.247
H 3.967 -0.441 -2.249  0.197
H 5.541 1.138 -1.480  0.208
H 6.692 2.322 0.344  0.212
H 6.213 1.739 2.692  0.213
H 4.583 -0.041 3.207  0.213
H 3.441 -1.234 1.376  0.221
H -0.413 -3.488 0.018  0.240
H -2.859 -2.641 -0.547  0.207
H -1.895 -2.434 2.343  0.212
H -3.567 -2.700 1.843  0.206
H -2.344 -3.921 1.505  0.213
H -2.055 -0.275 1.194  0.247
H -4.302 -0.630 -0.843  0.201
H -4.468 -1.048 0.861  0.207
H -5.491 1.080 0.447  0.210
H -4.021 1.738 -0.271  0.209
H -4.496 2.498 2.068  0.160
H -4.241 0.835 2.639  0.167
H -2.233 2.041 1.131  0.481

---

No. 4
Molecular formula: C15H33Cs2FN5O6PS
Method: DFT, the ωB97M-V functional and the def2-TZVPD basis

The electronic energy is -2195.3968 a.u. The HOMO energy is -0.1790 Ha. The multiplicity is 1. The frontier orbital gap comes out at 1.1255 eV.

Last column: Mulliken charge in e.
CARTESIAN COORDINATES (ANGSTROEM)
C 1.941 -2.895 2.222  -0.603
C 0.653 -3.411 1.881  0.112
C -0.885 -3.744 1.423  -0.443
N -1.562 -2.669 0.604  0.206
C -2.072 -1.517 1.440  -0.481
N -1.507 -1.178 2.836  -0.246
N -3.130 -0.691 1.041  0.489
C -3.836 -0.884 -0.313  -0.554
N -3.095 0.037 -1.292  -0.451
C -3.677 0.442 1.903  -1.162
C -2.683 1.740 2.030  0.606
C -3.626 3.117 2.087  -0.952
O -1.615 1.809 1.019  -0.487
P -0.601 -2.145 -0.800  0.331
C 0.736 -0.856 -0.357  0.047
C 0.906 0.132 -1.681  -0.835
C 0.077 -3.600 -1.833  -1.244
C -1.112 -4.774 -1.887  -0.436
H 2.918 -2.321 2.596  0.362
H -0.876 -4.807 0.925  0.218
H -1.531 -3.855 2.421  0.481
H -1.691 -1.961 3.507  0.304
H -0.490 -0.958 2.747  0.274
H -4.975 -0.544 -0.278  0.317
H -3.732 -1.972 -0.739  0.244
H -3.577 0.957 -1.389  0.271
H -3.143 -0.427 -2.230  0.229
H -3.882 -0.015 2.986  0.286
H -4.758 0.718 1.486  0.365
H -2.171 1.683 3.106  0.243
H -4.749 2.868 1.854  0.295
H -3.550 3.604 3.174  0.094
H -3.201 3.959 1.355  0.270
H -0.758 1.778 1.561  0.374
H 1.762 -1.459 -0.261  0.345
H 0.509 -0.208 0.598  -0.079
H 0.131 -0.230 -2.506  0.237
H 1.967 0.050 -2.168  0.135
H 0.595 1.225 -1.373  0.275
H 0.221 -3.276 -2.974  0.549
H 1.025 -4.116 -1.378  0.468
H -0.816 -5.660 -1.174  0.268
H -1.229 -5.243 -2.968  -0.382
H -2.135 -4.323 -1.479  0.224
O -3.063 5.089 5.732  -0.599
S -2.533 3.748 6.037  1.264
O -3.614 2.753 5.917  -0.617
O -2.000 3.730 7.411  -0.605
O -1.454 3.419 5.088  -0.622
Cs 2.025 -2.714 -2.972  1.225
C 7.106 1.766 -2.699  -1.247
C 5.685 1.629 -3.171  0.780
O 5.195 0.542 -3.466  -0.747
N 4.932 2.764 -3.266  -0.036
C 5.332 4.119 -2.965  -0.822
H 7.581 0.782 -2.673  0.269
H 7.667 2.403 -3.388  0.334
H 7.125 2.186 -1.690  0.334
H 3.987 2.599 -3.589  0.152
H 4.670 4.502 -2.185  0.237
H 5.208 4.717 -3.870  0.257
H 6.366 4.184 -2.627  0.381
F 3.089 3.687 -4.081  -0.881
Cs -0.079 -6.282 -5.268  0.381

---

Going through the records in order, we get F_max values of 3.04; 3.87; 0.65; 9.97 eV/Å.